Entry from OMol25: 2 unconnected molecules or ions with the total composition C9H14O in a non-equilibrium geometry (ωB97M-V/def2-TZVPD).

CARTESIAN COORDINATES (ANGSTROEM)
O: 3.49 2.48 -1.22
H: -1.80 -2.38 -1.50
H: -0.94 2.05 -1.43
H: -1.53 -0.03 1.44
C: -1.75 -3.20 -0.78
H: -2.27 0.98 0.26
H: -1.19 -4.03 -1.23
H: 4.23 2.16 -0.68
H: -1.18 -1.67 0.66
C: 2.30 1.19 0.45
C: 1.14 2.42 -1.27
H: -1.82 1.66 1.80
C: -0.08 2.00 -0.77
C: -1.19 -2.75 0.58
H: 1.06 0.05 1.74
H: -2.78 -3.53 -0.67
H: 1.20 2.96 -2.20
H: -0.16 -3.11 0.62
C: -0.12 1.25 0.42
C: 1.05 0.83 0.99
H: -1.69 -3.27 1.39
C: 2.32 2.01 -0.66
C: -1.48 0.98 1.02
H: 3.18 0.94 1.03

lowest unoccupied orbital energy = 0.0325 hartree
strongest force on any atom = 1.692 eV/A
SMILES string = Cc1ccc(O)cc1.CC